[1]
14
Properties=species:S:1:pos:R:3:forces:R:3 method="wB97M-V/def2-TZVPD" e_homo_ha=-0.55246 e_above_lowest_kcal_mol=12.09 charge=+1 gap_ev=11.74
C 0.37379 0.25928 -2.32869 0.200 0.016 -0.475
N 0.00033 -1.12310 1.02842 -0.025 -0.223 -0.611
C 0.07917 -0.99594 -0.27051 0.097 0.408 -0.423
N 0.23927 0.15037 -0.88360 -0.115 -0.428 0.601
H 0.61146 1.28928 -2.58238 0.079 -0.089 0.032
H 1.17638 -0.39700 -2.67638 -0.085 0.216 0.033
H -0.54940 -0.00810 -2.83832 -0.086 0.000 0.093
H 0.05162 -0.28654 1.60568 -0.348 -0.036 0.487
H -0.31015 -2.00815 1.39603 0.208 0.071 0.260
H 0.03139 -1.85894 -0.91861 -0.094 -0.300 0.147
H 0.21837 0.97422 -0.30442 0.048 0.312 -0.141
H -0.17074 1.95557 2.79929 -0.065 -0.006 -0.001
H -1.07062 0.87920 3.40839 0.076 0.153 -0.399
O -0.68087 1.16985 2.56510 0.109 -0.092 0.397

***

[2]
13
Properties=species:S:1:pos:R:3:forces:R:3 method="wB97M-V/def2-TZVPD" e_homo_ha=-0.34666 e_above_lowest_kcal_mol=112.89 gap_ev=10.15
C -0.70339 0.23806 1.56945 1.295 -2.799 -1.775
C 0.58398 -0.05676 0.95616 -0.729 0.459 -1.442
C 1.97996 -0.47697 1.22382 -0.920 0.651 1.837
N -1.70515 0.22208 -3.16564 -0.960 -2.189 -1.429
N -2.06552 -0.46982 -3.95653 -0.982 -1.565 -1.323
N -1.23019 1.05364 -2.50558 2.074 4.270 4.400
N -0.29740 -0.17045 0.05434 1.381 0.131 1.760
H -1.03425 -0.69564 2.01478 -1.199 0.909 0.736
H -1.14532 1.17179 1.47194 -0.797 1.433 1.022
H 2.52179 0.22251 1.94778 -0.941 -1.462 -0.581
H 2.51358 -0.46752 0.33675 1.087 -0.081 -1.871
H 1.81183 -1.54544 1.50160 0.790 0.798 0.484
H -1.22992 0.97453 -1.44889 -0.099 -0.552 -1.817